64
Properties=species:S:1:pos:R:3:mulliken_charge:R:1 method="wB97M-V/def2-TZVPD" homo_energy_ev=-7.917 homo_lumo_gap_ev=9.93 charge=-1 max_force_ha_per_bohr=0.0699
Ba 2.49410 -12.57204 -11.86869 1.2232
S 0.84104 -8.71048 -12.30618 0.7540
S 1.48891 -10.11034 -14.44346 0.7554
S 1.94708 -15.37108 -14.28590 0.8923
S 2.16659 -16.45358 -11.99725 0.9029
P 5.20852 -13.89324 -9.22585 1.7162
F 5.55162 -15.43123 -9.18117 -0.4089
F -0.90473 -9.92238 -10.77936 -0.2470
F 4.76072 -14.00772 -10.80186 -0.6271
F 3.67643 -14.21678 -8.80823 -0.3548
F -0.26325 -7.97294 -10.10159 -0.2199
F 2.32345 -13.93472 -14.85630 -0.1765
F -0.47778 -9.92381 -16.19818 -0.2336
F 4.81158 -12.31489 -9.33063 -0.3911
F 5.61074 -13.70480 -7.68259 -0.4111
F -0.13809 -11.93012 -15.38903 -0.2025
F 2.14648 -15.76971 -10.55530 -0.1954
F 1.05100 -9.68049 -9.86158 -0.2141
F -1.18087 -10.45337 -14.19303 -0.2093
F 6.70923 -13.54419 -9.68772 -0.4168
O 1.83305 -8.83341 -14.96180 -0.6282
O 2.79884 -16.26977 -14.95690 -0.6432
O 0.89527 -17.05295 -12.08511 -0.6182
O 2.32105 -11.22639 -14.80589 -0.4473
O 1.93084 -7.81757 -12.07060 -0.6485
O 1.63561 -12.40691 -9.27436 0.5835
O -0.27825 -8.16189 -13.02471 -0.6263
O 0.56057 -15.40895 -14.57035 -0.5809
O 4.41357 -10.51258 -11.88362 0.4914
O 4.85529 -12.79130 -13.32172 0.3390
O 3.33072 -17.23332 -11.94083 -0.5934
O 0.09640 -13.59434 -11.20629 0.2971
N 2.33826 -15.00917 -12.76838 -0.0375
N 1.28096 -10.17495 -12.80403 -0.3260
C -0.20452 -10.62162 -15.09378 0.6090
C 2.18300 -11.69856 -8.18070 -1.0052
C 0.14970 -9.09923 -10.66056 0.6584
C 5.05547 -10.35993 -13.13740 -0.5599
C 5.70184 -11.69295 -13.51149 -0.8562
C 0.72109 -13.43367 -8.89283 -0.8555
C 5.47453 -13.98101 -13.77572 -0.9654
C -0.40021 -13.42406 -9.88820 -0.6283
C -0.93295 -13.55671 -12.19503 -0.7450
C 4.60562 -9.41906 -11.01639 -0.8918
H 6.36280 -14.21549 -13.17355 0.3376
H -1.78471 -12.91270 -11.95994 0.4089
H 0.34254 -13.26990 -7.88187 0.4881
H 2.63763 -12.37166 -7.45441 0.3309
H -0.49363 -13.28083 -13.14973 0.0633
H 2.96308 -11.04125 -8.55737 0.0119
H 5.64992 -9.38226 -10.67813 0.3025
H 1.42048 -11.05963 -7.71733 0.3730
H 4.38037 -10.02269 -13.92308 0.2047
H 1.28873 -14.36742 -8.90586 0.2013
H -1.23930 -14.08862 -9.65574 0.3735
H 4.79175 -14.81680 -13.65034 0.2065
H 4.02747 -9.60438 -10.10949 -0.0034
H -0.84920 -12.41611 -9.90026 0.2213
H 5.77377 -13.90733 -14.82691 0.2871
H 6.03298 -11.65767 -14.55683 0.4011
H 6.59104 -11.81694 -12.87717 0.4178
H 4.28183 -8.48413 -11.47234 0.4290
H 5.93559 -9.71716 -13.02856 0.4251
H -1.31806 -14.58076 -12.25344 0.2623